14
Properties=species:S:1:pos:R:3:lowdin_charge:R:1 method="wB97M-V/def2-TZVPD" e_above_lowest_kcal_mol=16.27 total_energy_ha=-257.64973 smiles=CC(C)(C)F e_lumo_ev=1.0080 charge=0 orbital_gap_ev=11.88
C -1.51328 -0.12112 -0.11585 -0.02
C -0.07896 -0.01771 0.28616 -0.58
C 0.89658 -1.09776 -0.15641 -0.05
C 0.63140 1.32353 -0.14415 -0.02
H -1.69293 -0.23184 -1.18633 0.10
H -1.83282 -1.00171 0.35757 0.07
H -2.14549 0.66262 0.28114 0.09
H 0.62457 -1.99789 0.38075 0.07
H 0.82595 -1.43197 -1.21658 0.10
H 1.90952 -1.01217 0.19218 0.08
H 0.94572 1.29967 -1.16536 0.08
H 0.00839 2.15407 0.26087 0.09
H 1.39027 1.51316 0.51866 0.04
F 0.03110 -0.04088 1.70736 -0.04

23
Properties=species:S:1:pos:R:3:lowdin_charge:R:1 method="wB97M-V/def2-TZVPD" e_above_lowest_kcal_mol=33.67 total_energy_ha=-1016.88234 e_lumo_ev=-0.6039 charge=0 orbital_gap_ev=7.73
C -2.17891 -1.78907 0.01055 -0.08
C -3.04227 -0.92957 -0.56031 -0.23
C -0.90142 -1.24456 0.50984 -0.32
C -3.11597 0.43008 -0.23086 -0.60
C 1.98382 0.09839 -1.74131 -0.15
C 2.11494 -0.72176 1.31535 -0.19
C 1.09887 2.22431 0.30436 -0.18
N -0.45114 -0.27940 -0.13682 -0.02
Si 1.22963 0.30926 0.00667 0.53
S -2.96135 0.82247 1.35661 0.69
H -2.33811 -2.90629 0.02362 0.12
H -3.92297 -1.19874 -1.05178 0.09
H -0.42458 -1.85075 1.36100 0.12
H -3.45830 1.27887 -0.84384 0.06
H 1.31494 0.06485 -2.57081 0.02
H 2.31507 1.07868 -1.77901 -0.02
H 2.70926 -0.61100 -1.98339 0.01
H 3.17698 -0.98883 1.30265 0.02
H 1.87301 -0.18629 2.32599 0.07
H 1.59771 -1.70144 1.36247 0.00
H 0.69127 2.62900 1.19262 -0.01
H 2.13684 2.67771 0.30065 0.04
H 0.55271 2.79409 -0.47426 0.04

24
Properties=species:S:1:pos:R:3:lowdin_charge:R:1 method="wB97M-V/def2-TZVPD" e_above_lowest_kcal_mol=109.37 total_energy_ha=-434.99409 e_lumo_ev=0.8028 charge=0 orbital_gap_ev=7.30
C 0.92956 2.04657 -0.24341 -0.03
N 0.68700 0.86478 0.61092 -0.22
C 0.66144 -0.50141 -0.08723 -0.44
N 1.47850 0.94972 1.81298 0.09
N 0.70035 -1.53465 0.87851 0.08
C 1.23900 -0.63701 -1.31424 -0.01
H 1.36905 0.04220 2.26946 0.08
H 2.45257 0.97780 1.51183 0.09
H 1.33817 -2.27274 0.61085 0.09
H -0.21165 -1.90710 1.10318 0.05
H 0.32375 1.99016 -1.14236 0.08
H 0.62932 2.93427 0.31006 0.10
H 1.98437 2.10373 -0.50689 0.09
H 1.42648 -1.62860 -1.70192 0.04
H 1.48956 0.19187 -1.95642 0.03
C -2.31596 -1.08386 0.46861 -0.21
N -1.48435 -0.04019 -0.09422 -0.29
N -1.81241 0.08634 -1.47465 -0.05
H -0.40721 0.88847 0.83068 0.16
H -1.10680 -0.43186 -2.02542 0.04
H -1.71510 1.05951 -1.74790 0.04
H -2.14110 -1.15223 1.54820 0.06
H -2.13594 -2.08181 0.02462 0.07
H -3.37860 -0.86396 0.31476 0.06

76
Properties=species:S:1:pos:R:3:mulliken_spin:R:1 method="wB97M-V/def2-TZVPD" e_above_lowest_kcal_mol=93.83 total_energy_ha=-8707.81353 e_lumo_ev="-3.0082 / -5.2472" charge=+1 orbital_gap_ev="7.57 / 5.33" spin_multiplicity=2
Fe 0.28095 -0.93657 0.21086 0.00
N 1.47726 1.04323 0.66087 0.00
C 1.99650 0.72801 1.99113 0.00
C 2.99439 1.73694 2.54097 0.00
C 2.27873 3.02998 2.92985 0.00
C 1.69210 3.01702 4.33861 0.00
N 0.83850 1.86285 4.62350 0.00
C -0.31698 1.55776 4.04112 0.00
N -0.85074 2.35762 3.11814 0.00
N -0.96490 0.44065 4.36931 0.00
C 2.53132 -0.71274 1.94423 0.00
O 3.46305 -1.07669 2.62998 0.00
O 1.84033 -1.45397 1.13808 0.00
H 2.23904 1.25499 0.02369 0.00
H 0.84802 1.83864 0.67208 0.01
H 1.12840 0.65709 2.64482 0.00
H 3.74971 1.94484 1.77866 0.00
H 3.52027 1.29410 3.38897 0.00
H 1.49828 3.23510 2.19045 0.00
H 2.96834 3.87527 2.89633 0.00
H 1.14453 3.94706 4.51451 0.00
H 2.49712 2.97127 5.06894 0.00
H 1.20160 1.18151 5.26874 0.00
H -0.49778 3.28197 2.95007 0.00
H -1.71149 2.06688 2.67765 0.00
H -0.51098 -0.24621 4.94592 0.00
H -1.65398 0.10593 3.69778 0.00
O -2.56892 0.73289 2.59867 0.00
C -1.86341 0.21999 1.71808 -0.01
O -0.64905 -0.11610 1.86882 0.01
C -2.43396 0.02491 0.33967 0.00
C -3.77726 0.34150 0.11202 0.00
C -4.27003 0.25348 -1.15510 -0.01
C -3.40986 -0.13324 -2.19891 0.03
C -3.85144 -0.17505 -3.54340 0.00
C -2.99096 -0.49683 -4.54803 0.00
C -1.65335 -0.82315 -4.24227 -0.01
C -1.21202 -0.82615 -2.95255 0.01
C -2.06401 -0.46114 -1.88847 -0.02
N -1.59609 -0.39286 -0.59778 0.03
H -4.37436 0.65541 0.95506 0.00
H -5.30376 0.49287 -1.37204 0.00
H -4.88530 0.06931 -3.75396 0.00
H -3.32479 -0.50153 -5.57696 0.00
H -0.96937 -1.06736 -5.04498 0.00
H -0.19731 -1.08663 -2.72489 -0.03
Se 1.27199 -3.87163 -1.14877 0.00
Se -0.66720 -3.84097 -1.17788 0.00
C -1.16952 -3.76525 0.65255 0.00
C -1.97065 -4.72319 1.26182 0.00
C -2.04302 -4.71972 2.64520 0.00
C -1.28555 -3.80321 3.36483 0.00
C -0.52891 -2.87768 2.66827 0.00
N -0.51412 -2.84077 1.33973 0.00
C 1.97556 -2.34613 -2.03175 0.00
C 2.64907 -2.55299 -3.23378 0.00
C 3.05212 -1.46646 -3.98866 0.00
C 2.75832 -0.19475 -3.53746 0.00
C 2.07113 -0.05967 -2.34618 0.01
N 1.68985 -1.09468 -1.59277 0.00
H -2.47777 -5.46542 0.66169 0.00
H -2.64351 -5.45695 3.16168 0.00
H -1.27422 -3.81205 4.44548 0.00
H 0.07764 -2.13274 3.16722 0.00
H 2.81116 -3.56750 -3.56822 0.00
H 3.56199 -1.61225 -4.93201 0.00
H 3.05660 0.68265 -4.09437 0.00
H 1.80239 0.91484 -1.95760 0.00
C 0.77174 2.76914 -5.49218 0.01
O 0.13891 2.30721 -4.29070 -0.02
C 0.48529 2.86139 -3.13722 -0.08
S 1.68774 3.99858 -2.95018 0.45
S -0.33170 2.33183 -1.75510 0.62
H 0.45271 2.08290 -6.27133 0.00
H 1.85592 2.75950 -5.38693 -0.01
H 0.44968 3.78312 -5.72364 0.00